ORCA calculation (the ωB97M-V functional and the def2-TZVPD basis) on a structure of composition C18H48AsF6O18S6.

Computed properties:
Energy above the lowest of the compared OMol25 structures with the same formula, charge and spin ... 602.5 kJ/mol
Net charge ... -1
Highest occupied orbital energy ... -9.2 eV
Gap between HOMO and LUMO ... 10.80 eV
LUMO level ... 0.058 Eh
Molecular weight ... 933.88 g mol⁻¹
Energy ... -7292.99864 Eh

Each line ends with the Mulliken charge.
Atoms and positions in Å:
As: -1.4320 -1.3534 -1.1421  2.026
F: -2.6720 -0.0471 -0.9965  -0.484
F: -0.0124 -0.1646 -0.7711  -0.538
F: -0.1579 -2.6985 -1.3287  -0.515
F: -2.7290 -2.6082 -1.5340  -0.516
F: -1.3755 -1.0644 -2.9144  -0.485
F: -1.6209 -1.8671 0.5868  -0.489
O: -9.1210 5.4307 0.2279  -0.625
S: -7.7808 5.1237 0.8664  1.124
O: -6.5370 5.9517 0.8049  -0.610
O: -8.0448 4.8797 2.4551  -0.261
C: -9.3286 4.5664 2.8590  -0.210
C: -9.1231 4.4425 4.3731  -1.173
C: -7.3022 3.5431 0.2496  -0.889
H: -9.6127 3.6466 2.3478  0.337
H: -10.0511 5.3421 2.6055  0.311
H: -9.9894 3.8574 4.6817  0.378
H: -9.0550 5.4542 4.7731  0.294
H: -8.3001 3.8043 4.6946  0.319
H: -6.6710 3.1110 1.0261  0.317
H: -6.6577 3.7373 -0.6078  0.384
H: -8.1908 2.9254 0.1198  0.307
O: 3.8631 1.1333 -6.4302  -0.595
S: 4.8571 0.0623 -6.1630  1.142
O: 5.1458 -0.9318 -7.1985  -0.600
O: 6.1494 1.0471 -5.8909  -0.297
C: 7.2837 0.4139 -5.3637  -0.167
C: 8.5072 1.3816 -5.3549  -1.285
C: 4.6450 -0.7027 -4.5075  -0.926
H: 7.4571 -0.4908 -5.9465  0.389
H: 7.2983 0.1589 -4.3041  0.258
H: 8.9142 1.4433 -6.3642  0.303
H: 9.3722 1.0315 -4.7915  0.380
H: 8.2435 2.3743 -4.9900  0.323
H: 3.6834 -1.2138 -4.4615  0.382
H: 4.7433 0.1706 -3.8627  0.355
H: 5.3767 -1.3943 -4.0899  0.337
O: 4.3086 4.8497 5.8133  -0.599
S: 2.9512 4.8161 6.4073  1.060
O: 2.3832 6.0780 6.8646  -0.595
O: 1.8664 4.0962 5.3546  -0.289
C: 2.2331 3.6910 3.9968  -0.116
C: 0.9080 3.4611 3.2471  -1.163
C: 2.7694 3.6339 7.8236  -0.858
H: 2.9764 2.8937 4.0079  0.331
H: 2.6767 4.5495 3.4926  0.260
H: 1.0086 3.5892 2.1693  0.375
H: 0.1877 4.2098 3.5766  0.311
H: 0.5496 2.4326 3.2905  0.303
H: 2.8920 2.6710 7.3277  0.313
H: 1.8483 3.8689 8.3569  0.321
H: 3.6237 3.9232 8.4357  0.346
O: -5.8959 1.9876 -7.4582  -0.624
S: -5.3722 0.8721 -8.2699  1.178
O: -6.2709 0.3936 -9.3869  -0.629
O: -4.0110 1.4746 -8.9117  -0.286
C: -3.2120 0.5291 -9.7321  -0.248
C: -1.7897 0.9363 -9.2767  -1.087
C: -4.7259 -0.3454 -7.0998  -0.855
H: -3.5619 0.6284 -10.7596  0.335
H: -3.2355 -0.5208 -9.4400  0.289
H: -1.0293 0.3062 -9.7380  0.377
H: -1.6019 0.7272 -8.2236  0.260
H: -1.4387 1.9510 -9.4644  0.306
H: -4.7395 -1.2659 -7.6833  0.323
H: -5.3573 -0.3328 -6.2114  0.393
H: -3.7285 -0.0756 -6.7526  0.269
O: -3.0802 -8.0382 5.0680  -0.598
S: -2.3878 -7.5188 3.8815  1.113
O: -1.2617 -8.1958 3.2892  -0.560
O: -3.5136 -7.2008 2.7106  -0.306
C: -3.0586 -7.1241 1.3927  -0.259
C: -2.5534 -8.3723 0.6575  -1.026
C: -1.8657 -5.7501 4.1396  -0.846
H: -2.4126 -6.2702 1.1891  0.284
H: -3.9385 -6.8354 0.8178  0.329
H: -2.8878 -8.4202 -0.3789  0.391
H: -2.9571 -9.2239 1.2051  0.267
H: -1.4639 -8.3647 0.6895  0.249
H: -2.7696 -5.2306 4.4576  0.318
H: -1.6312 -5.3310 3.1611  0.305
H: -0.9881 -5.8028 4.7840  0.339
O: 6.4083 0.3154 6.3174  -0.589
S: 6.4602 -1.1298 6.1839  1.191
O: 5.8826 -2.0074 7.2178  -0.601
O: 5.9501 -1.5806 4.6648  -0.312
C: 6.4020 -0.8459 3.5533  -0.249
C: 5.4398 -1.1839 2.3024  -1.105
C: 8.2022 -1.8089 6.0499  -0.878
H: 7.4076 -1.0816 3.2051  0.288
H: 6.3401 0.1966 3.8654  0.372
H: 5.2522 -0.3167 1.6693  0.322
H: 4.5558 -1.7139 2.6573  0.310
H: 5.9243 -1.9069 1.6461  0.318
H: 8.2768 -2.4182 5.1492  0.282
H: 8.4215 -2.4243 6.9223  0.349
H: 8.8577 -0.9406 6.1173  0.303

---

ORCA calculation (the ωB97M-V functional and the def2-TZVPD basis) on a structure of composition C27H28F4IN6O2Ta.

Computed properties:
Energy above the lowest of the compared OMol25 structures with the same formula, charge and spin ... 110.8 kJ/mol
Net charge ... +2
Highest occupied orbital energy ... -14.0 eV
Gap between HOMO and LUMO ... 6.58 eV
LUMO level ... -0.274 Eh
Molecular weight ... 852.41 g mol⁻¹
Energy ... -2278.34871 Eh

Each line ends with the Mulliken charge.
Atoms and positions in Å:
Ta: 0.4830 -0.3420 -0.4687  0.608
C: 3.3946 -0.8799 0.9952  -0.911
N: 2.5842 0.2885 0.6263  0.398
C: 3.4327 1.2654 -0.0686  -1.286
C: 2.0511 0.8915 1.8606  -1.708
C: 0.8536 1.7945 1.6033  -0.912
N: -0.1694 1.0746 0.8531  1.290
C: -1.4315 1.6112 0.8714  0.145
C: -2.4593 0.9172 0.2068  0.083
F: -2.1024 -0.2833 -0.3835  -0.231
C: -3.7689 1.3523 0.1191  -0.045
F: -4.6474 0.6168 -0.5481  -0.295
C: -4.1478 2.5463 0.7120  -0.577
C: -3.1713 3.2561 1.3892  0.373
F: -3.4783 4.3975 1.9820  -0.303
C: -1.8493 2.8195 1.4660  0.363
F: -0.9934 3.6141 2.1221  -0.364
H: 4.2330 -0.5826 1.6313  0.440
H: 3.8052 -1.3664 0.1115  0.270
H: 2.7921 -1.6070 1.5413  0.213
H: 4.1567 1.7095 0.6193  0.367
H: 2.8218 2.0595 -0.4930  0.313
H: 3.9862 0.7820 -0.8707  0.556
H: 2.8303 1.4605 2.3808  0.456
H: 1.7189 0.0858 2.5173  0.332
H: 1.1415 2.7036 1.0544  0.549
H: 0.4780 2.1014 2.5849  0.774
H: -5.1580 2.9182 0.6376  0.582
C: -0.2045 -2.1855 2.2769  -1.808
N: -0.1759 -2.0974 0.8265  -0.110
C: -0.7807 -3.0453 0.1640  0.011
C: -0.8001 -2.9802 -1.2278  -0.021
C: -1.3009 -3.8262 -2.2270  -0.927
C: -1.0071 -3.2149 -3.4411  -1.045
C: -0.3467 -2.0308 -3.1440  -0.574
N: -0.1950 -1.8779 -1.8100  1.085
C: -1.0815 -1.1280 2.9087  0.823
C: -0.5943 -0.3341 3.9394  -0.308
C: -1.4167 0.5885 4.5625  -0.817
C: -2.7302 0.7346 4.1476  -0.671
C: -3.2328 -0.0796 3.1445  -0.806
C: -2.4150 -1.0136 2.5315  -0.180
H: 0.8161 -2.1107 2.6670  0.435
H: -0.6006 -3.1642 2.5735  0.650
H: -1.2465 -3.8834 0.6765  0.561
H: -1.7994 -4.7611 -2.0699  0.574
H: -1.2449 -3.5826 -4.4189  0.502
H: 0.0388 -1.2959 -3.8299  0.530
H: 0.4138 -0.4785 4.2999  0.493
H: -1.0346 1.1822 5.3789  0.480
H: -3.3727 1.4483 4.6384  0.496
H: -4.2733 -0.0104 2.8659  0.558
H: -2.8296 -1.6835 1.7921  0.482
C: -1.2306 2.1991 -3.7530  -0.769
O: -1.1566 1.1246 -2.7803  -0.301
C: -0.2015 1.0605 -1.9383  0.827
O: 0.7551 1.7897 -1.7583  -0.538
H: -1.7808 1.7971 -4.5995  0.276
H: -0.2304 2.5124 -4.0531  0.350
H: -1.7698 3.0386 -3.3145  0.312
I: 4.8207 0.5517 -5.4647  0.199
C: 3.7234 -0.3907 -3.9580  -0.934
C: 3.7053 -1.7314 -3.6091  -0.167
N: 2.8594 -1.8562 -2.5748  -0.316
N: 2.3156 -0.6749 -2.2331  0.640
C: 2.8351 0.2232 -3.0681  -0.799
H: 4.2344 -2.5639 -4.0254  0.494
H: 2.5714 -2.7153 -2.1251  0.092
H: 2.5776 1.2642 -3.0213  0.739

---

ORCA calculation (the ωB97M-V functional and the def2-TZVPD basis) on a cluster of 11 separate species, H22O11 in total.

Computed properties:
Energy above the lowest of the compared OMol25 structures with the same formula, charge and spin ... 144.4 kJ/mol
Highest occupied orbital energy ... -10.4 eV
Gap between HOMO and LUMO ... 9.50 eV
LUMO level ... -0.032 Eh
SMILES ... O.O.O.O.O.O.O.O.O.O.O
Molecular weight ... 198.17 g mol⁻¹
Energy ... -840.82514 Eh

Each line ends with the Mulliken charge.
Atoms and positions in Å:
O: 19.5591 16.3072 -19.9294  -0.427
H: 19.7836 17.2406 -19.9123  0.210
H: 18.8621 16.2343 -20.5884  0.253
O: 18.2664 15.8645 -22.4091  -0.563
H: 18.8853 15.4639 -23.0238  0.261
H: 17.4590 15.9725 -22.9156  0.257
O: 19.0581 18.2905 -16.7271  -0.691
H: 19.1130 18.7675 -17.5573  0.238
H: 18.5977 17.4698 -16.9470  0.459
O: 15.8521 16.4608 -20.5247  -0.605
H: 14.9224 16.6729 -20.6333  0.272
H: 16.3147 17.1449 -21.0131  0.289
O: 19.0570 19.6614 -19.7000  -0.640
H: 18.9531 20.5493 -20.0499  0.305
H: 18.3228 19.1682 -20.0719  0.298
O: 18.9791 12.7747 -20.8489  -0.622
H: 19.6184 13.4329 -21.1287  0.293
H: 18.1195 13.1752 -21.0201  0.363
O: 21.0499 19.4539 -21.9280  -0.640
H: 20.3408 19.1858 -21.3395  0.323
H: 21.8431 19.3912 -21.3922  0.326
O: 22.0803 18.0444 -17.9670  -0.595
H: 22.7192 18.4197 -17.3586  0.275
H: 21.2266 18.2918 -17.6034  0.365
O: 21.9879 14.9168 -20.6101  -0.616
H: 21.2029 15.4485 -20.4497  0.353
H: 22.6960 15.5552 -20.7108  0.293
O: 17.9773 15.9361 -17.4335  -0.698
H: 17.0260 15.8263 -17.3771  0.311
H: 18.1890 15.7760 -18.3572  0.347
O: 16.4834 13.8706 -20.3877  -0.648
H: 16.4285 14.7733 -20.7228  0.361
H: 15.7881 13.3981 -20.8497  0.293

---

ORCA calculation (the ωB97M-V functional and the def2-TZVPD basis) on an isolated molecule of C3HFO2S.

Computed properties:
Energy above the lowest of the compared OMol25 structures with the same formula, charge and spin ... 112.1 kJ/mol
Highest occupied orbital energy ... -9.1 eV
Gap between HOMO and LUMO ... 9.41 eV
LUMO level ... 0.012 Eh
SMILES ... Fc1coc(=S)o1
Molecular weight ... 120.10 g mol⁻¹
Energy ... -763.36178 Eh

Each line ends with the Mulliken charge.
Atoms and positions in Å:
C: -1.0868 0.1222 0.1265  0.302
C: -0.4700 -0.5053 -0.9026  -0.100
C: 1.0940 0.4089 0.5650  0.427
H: -0.6258 -1.2928 -1.6102  0.357
O: 0.9587 -0.4086 -0.5418  -0.283
O: -0.0835 0.5118 1.0606  -0.228
F: -2.4076 0.0777 0.4096  -0.206
S: 2.6209 1.0860 0.8928  -0.270

---

ORCA calculation (the ωB97M-V functional and the def2-TZVPD basis) on a cluster of 2 separate species, C12H16N2 in total.

Computed properties:
Energy above the lowest of the compared OMol25 structures with the same formula, charge and spin ... 53.6 kJ/mol
Highest occupied orbital energy ... -8.6 eV
Gap between HOMO and LUMO ... 9.41 eV
LUMO level ... 0.030 Eh
SMILES ... Cc1c[nH]cn1.CCc1ccccc1
Molecular weight ... 188.27 g mol⁻¹
Energy ... -576.35959 Eh

Each line ends with the Mulliken charge.
Atoms and positions in Å:
C: -1.3965 -0.7411 -1.2280  -0.565
C: -2.8299 -1.2690 -1.4175  -1.266
C: -0.9501 -0.9834 0.2056  0.770
C: -0.9576 0.0248 1.1614  -0.318
C: -0.6858 -2.2936 0.6067  -0.375
C: -0.5727 -0.2556 2.4582  -0.550
C: -0.2355 -2.5614 1.8944  -0.557
C: -0.1942 -1.5451 2.8359  -0.449
H: -0.7559 -1.3625 -1.8493  0.340
H: -1.3170 0.3059 -1.4773  0.154
H: -3.2055 -0.9892 -2.3886  0.411
H: -1.1540 1.0359 0.8506  0.346
H: -0.9820 -3.1214 -0.0268  0.299
H: -0.6654 0.4503 3.2765  0.368
H: 0.0091 -3.5766 2.1804  0.364
H: 0.1571 -1.6414 3.8546  0.377
H: -3.5533 -0.8681 -0.7030  0.324
H: -2.8359 -2.3488 -1.2772  0.338
C: 3.2215 1.4500 0.5106  -1.193
C: 1.1531 2.5253 -0.5055  -0.743
C: 2.1819 1.6439 -0.5339  0.886
C: 1.0722 1.3004 -2.3216  -0.310
N: 0.3964 2.2852 -1.6497  -0.074
N: 2.1126 0.8738 -1.6852  -0.606
H: 0.9378 3.3539 0.1470  0.429
H: -0.0688 3.0501 -2.1097  0.248
H: 2.8485 0.9247 1.3854  0.239
H: 3.5315 2.4172 0.9067  0.318
H: 0.6292 0.9777 -3.2537  0.457
H: 4.1091 0.9381 0.1526  0.337

---

ORCA calculation (the ωB97M-V functional and the def2-TZVPD basis) on a cluster of 2 separate species, C4H10O3 in total.

Computed properties:
Energy above the lowest of the compared OMol25 structures with the same formula, charge and spin ... 175.1 kJ/mol
Highest occupied orbital energy ... -10.0 eV
Gap between HOMO and LUMO ... 10.66 eV
LUMO level ... 0.023 Eh
SMILES ... O=CCCCO.O
Molecular weight ... 106.12 g mol⁻¹
Energy ... -384.08292 Eh

Each line ends with the Mulliken charge.
Atoms and positions in Å:
C: 0.4977 1.6967 0.4379  -0.450
O: -0.0994 3.0072 0.4585  -0.491
C: -0.4122 0.9676 -0.6286  -0.575
C: -0.2598 -0.5264 -0.9331  -0.098
C: -1.4290 -1.3934 -0.5108  0.018
O: -1.3652 -2.5921 -0.5475  -0.474
H: 1.4972 1.7762 0.0297  0.303
H: 0.4500 1.1504 1.3712  0.325
H: 0.6506 3.5908 0.6119  0.303
H: -1.3782 1.2037 -0.1908  0.264
H: -0.1458 1.5332 -1.5251  0.254
H: 0.7009 -0.9221 -0.6056  -0.007
H: -0.2123 -0.6070 -2.0200  0.279
H: -2.3670 -0.8881 -0.2081  0.323
H: 1.8939 -2.0860 0.8852  0.336
H: 2.6479 -0.7744 0.8615  0.322
O: 2.2734 -1.4249 1.4545  -0.632

---

ORCA calculation (the ωB97M-V functional and the def2-TZVPD basis) on a structure of composition C2H3N3S.

Computed properties:
Energy above the lowest of the compared OMol25 structures with the same formula, charge and spin ... 134.8 kJ/mol
Highest occupied orbital energy ... -9.0 eV
Gap between HOMO and LUMO ... 9.71 eV
LUMO level ... 0.027 Eh
Molecular weight ... 101.13 g mol⁻¹
Energy ... -640.40839 Eh

Each line ends with the Mulliken charge.
Atoms and positions in Å:
C: -0.1650 0.1678 -0.8894  0.465
C: -0.1145 -0.4849 1.0439  -0.053
H: -1.9029 1.3016 -1.0681  0.219
H: -0.2612 -0.6787 2.1190  0.346
H: 1.9964 -0.6101 1.0912  0.262
N: -0.8865 -0.0329 0.2082  -0.457
N: 1.1894 -0.6387 0.5289  0.069
N: 1.1435 -0.0888 -0.7230  -0.564
S: -0.9992 1.0646 -2.3106  -0.287

---

Among the records above, which one has the lowest energy above the lowest of the compared OMol25 structures with the same formula, charge and spin?
C12H16N2

---

Which of these has the highest highest occupied orbital energy?
C12H16N2

---

Which value of molecular weight does entry 7 give?
101.13 g mol⁻¹